1.
C36H53N5NiO7SSi2 | the ωB97M-V functional and the def2-TZVPD basis

Last column: Mulliken charge in e.
Atoms and positions in Å:
1 C -9.041 -4.592 1.699  -0.6472
2 C 4.962 3.383 1.065  -1.3680
3 H 5.076 3.853 -2.348  0.2812
4 H -2.133 2.892 2.400  0.2918
5 C 3.527 -1.734 -2.038  -1.5081
6 C -6.405 -5.352 2.119  -0.6597
7 C 4.694 -0.272 2.936  -1.5988
8 H 3.007 -2.395 -1.343  0.2341
9 H 5.668 4.939 -1.071  0.4046
10 H -7.187 -7.224 2.779  0.3131
11 N -5.701 -3.094 1.316  -0.5238
12 H 0.852 -0.225 -3.545  0.2982
13 H 3.117 -2.561 0.879  0.2062
14 C -0.344 2.508 -4.617  -0.3296
15 Si -0.183 3.366 0.853  1.4008
16 O 4.072 2.051 -0.775  0.9046
17 H 0.991 4.890 -4.755  0.3777
18 H -9.047 -7.774 4.001  0.3394
19 H -0.066 -3.448 1.220  0.4156
20 C -1.163 1.196 -2.754  -0.2354
21 H 0.695 5.610 1.391  0.5006
22 O 2.342 0.193 -1.163  1.0362
23 C 4.939 4.160 -1.309  -1.5091
24 C 0.576 2.780 -2.396  -0.4180
25 H -2.872 2.379 0.123  0.3697
26 N 0.577 3.073 -3.783  0.5061
27 H 5.509 -2.498 0.428  0.3852
28 H -1.985 3.932 -0.923  0.3526
29 H 4.808 -0.958 3.779  0.4884
30 H 4.324 0.713 -2.970  0.1736
31 Ni 0.101 1.252 0.174  2.0768
32 C 1.181 4.641 1.223  -1.3169
33 H -1.925 5.127 0.384  0.5357
34 H -8.994 -8.572 2.408  0.3090
35 C -2.216 -3.447 1.303  0.1825
36 Si 3.193 0.914 0.033  -1.3189
37 H 3.851 0.390 3.132  0.2204
38 C -1.231 1.614 -4.165  -1.1005
39 O -1.893 0.284 -2.361  -0.7047
40 C 6.442 2.264 -0.617  -1.6106
41 H 3.929 4.558 -1.206  0.1424
42 H -5.376 -5.642 2.281  0.3513
43 C 4.464 -1.045 1.638  2.0527
44 H -0.680 5.099 -0.869  0.3094
45 C -1.118 3.276 2.524  -1.4606
46 H 2.114 4.399 -3.463  0.2443
47 H 5.601 0.332 2.851  0.2852
48 H 6.565 -1.321 1.228  0.3303
49 H -8.215 -2.724 1.042  0.4100
50 C -2.144 -0.728 0.737  0.8215
51 C -4.339 0.815 0.422  -1.3062
52 C -0.985 -2.882 1.136  -1.9079
53 H 2.741 1.299 -3.485  0.0921
54 N -4.520 -3.559 1.391  -0.0199
55 C -0.869 -1.495 0.807  -0.1302
56 H 2.174 3.590 -5.044  0.3559
57 C -8.010 -3.717 1.422  -0.0437
58 H -10.551 -8.368 3.249  0.2306
59 H 5.839 -2.645 2.163  0.3693
60 H 1.769 4.389 2.104  0.2765
61 C -3.050 1.334 0.331  -0.3588
62 C -4.526 -0.518 0.706  -0.8289
63 H 1.853 4.734 0.371  0.0205
64 S 1.948 1.531 1.549  -1.2268
65 H 4.468 -1.427 -1.585  0.1173
66 H 5.716 4.141 1.299  0.5252
67 C -3.443 -2.760 1.184  -0.3389
68 C 5.671 -1.936 1.349  -1.9078
69 H 6.468 1.321 -0.074  0.0698
70 H -0.296 2.830 -5.652  0.4102
71 C -9.582 -7.910 3.055  -0.8253
72 O 1.353 3.409 -1.682  -0.8424
73 N -1.979 0.584 0.500  -0.0167
74 C 3.347 0.404 -3.340  -1.4353
75 C 3.197 -1.893 1.737  -1.3850
76 C 2.648 -0.525 -2.348  1.7750
77 H 1.436 -1.895 -3.521  0.4421
78 H 0.614 -1.204 -2.102  -0.1281
79 H 6.585 2.055 -1.679  0.3177
80 C 1.514 4.045 -4.298  -1.2097
81 C 1.306 -0.992 -2.916  -1.3443
82 H -1.960 1.149 -4.811  0.3844
83 O -9.844 -6.681 2.431  -0.4559
84 H 2.309 -1.264 1.760  0.1232
85 H 3.971 3.791 1.252  0.1608
86 C -7.436 -6.242 2.398  -0.4868
87 C -6.678 -4.082 1.624  -0.2324
88 N -0.267 1.829 -1.942  1.4540
89 H -1.186 4.265 2.988  0.3735
90 O 4.395 -0.132 0.550  -0.2457
91 O 0.217 -0.927 0.592  0.2181
92 H -10.073 -4.308 1.541  0.3705
93 C -3.402 -1.349 0.879  0.8100
94 C -8.756 -5.863 2.190  0.8467
95 H 3.466 -0.101 -4.304  0.4093
96 H -5.512 -0.942 0.792  0.6078
97 H 3.220 -2.503 2.645  0.5700
98 C -1.319 4.468 -0.247  -1.7094
99 H -0.605 2.610 3.220  0.2590
100 H -5.187 1.472 0.270  0.4166
101 H 3.732 -2.290 -2.958  0.5220
102 H 5.106 2.536 1.736  0.0803
103 H 7.264 2.899 -0.272  0.4260
104 H -2.310 -4.503 1.537  0.4212
105 C 5.093 2.949 -0.392  1.6897

The highest occupied orbital energy (alpha / beta) is -0.0483 / -0.0542 Eh. The net charge is -2.

---

2.
ArH22O11 | the ωB97M-V functional and the def2-TZVPD basis

Last column: Mulliken charge in e.
Atoms and positions in Å:
1 O -15.300 -12.458 -3.931  -0.7078
2 H -18.965 -13.133 -8.488  0.3678
3 H -19.506 -11.924 -7.755  0.3044
4 H -16.422 -16.199 -8.501  0.2910
5 H -12.971 -14.770 -5.294  0.2837
6 O -14.223 -16.420 -7.582  -0.6094
7 H -14.033 -14.188 -4.385  0.2937
8 H -12.149 -12.536 -5.820  0.2793
9 O -14.112 -10.885 -8.395  -0.6351
10 H -17.530 -15.809 -6.474  0.3620
11 H -16.992 -12.590 -4.477  0.3800
12 O -19.444 -12.877 -7.699  -0.6064
13 H -13.494 -15.998 -8.035  0.2895
14 H -17.667 -15.495 -8.995  0.3695
15 H -15.398 -11.645 -3.435  0.3083
16 H -13.183 -11.842 -6.680  0.3322
17 H -14.591 -10.065 -8.275  0.3254
18 O -17.936 -12.466 -4.582  -0.6382
19 H -14.801 -13.287 -10.547  0.3250
20 O -15.408 -12.567 -10.376  -0.7511
21 O -17.357 -16.100 -8.322  -0.6510
22 H -14.671 -12.244 -4.620  0.3656
23 Ar -15.802 -13.341 -7.074  0.0164
24 O -17.922 -13.823 -9.946  -0.7178
25 H -14.644 -11.385 -9.013  0.3453
26 H -16.862 -15.054 -5.345  0.2784
27 O -12.954 -12.021 -5.768  -0.6358
28 H -17.015 -13.521 -9.998  0.3905
29 O -13.845 -14.942 -4.943  -0.5692
30 H -14.365 -15.883 -6.802  0.3462
31 H -18.085 -12.541 -5.524  0.3103
32 O -17.101 -15.936 -5.628  -0.6283
33 H -18.283 -13.649 -10.815  0.2796
34 H -15.211 -11.920 -11.054  0.3061

The highest occupied orbital energy is -0.3590 Eh. The net charge is 0.

---

3.
C2H3Cl2P | the ωB97M-V functional and the def2-TZVPD basis

Last column: Mulliken charge in e.
Atoms and positions in Å:
1 C -0.974 2.527 0.382  -0.2039
2 H 0.647 -1.153 0.663  0.4288
3 H -1.023 2.432 1.421  0.1747
4 Cl 0.497 3.269 -0.080  -0.0851
5 P 0.863 -1.824 -1.618  0.0315
6 H 0.245 -1.062 -2.549  0.0212
7 C 0.376 -0.945 -0.256  -0.2781
8 Cl -0.875 0.371 -0.102  -0.0890

The highest occupied orbital energy is -0.3080 Eh. The net charge is 0.

---

4.
C5H10N3O2 | the ωB97M-V functional and the def2-TZVPD basis

Last column: Mulliken charge in e.
Atoms and positions in Å:
1 O 2.672 1.311 0.047  -0.4600
2 H -1.590 1.920 1.186  0.2146
3 C 0.741 -1.277 -0.555  -0.2912
4 C 2.038 0.360 -0.176  0.2465
5 O -0.163 -1.689 0.427  -0.3753
6 H 0.466 -1.582 -1.465  0.6565
7 H -2.635 0.004 -0.529  0.3749
8 H 3.001 -1.455 -0.731  0.3236
9 C -0.507 0.630 0.202  0.4796
10 C -0.750 -0.656 1.106  -0.4837
11 H -0.391 2.778 0.222  0.3101
12 H -0.489 -0.481 2.124  0.3364
13 N -0.750 1.884 0.720  -0.5007
14 H -1.308 -0.300 -1.663  0.2842
15 C 2.192 -1.135 -0.080  -0.4287
16 N -1.766 0.362 -1.099  -0.4302
17 H -1.820 1.318 -1.443  0.3434
18 H 2.322 -1.441 1.001  0.2542
19 N 0.641 0.300 -0.512  -0.1795
20 H -1.904 -0.850 1.216  0.3251

The highest occupied orbital energy is -0.5201 Eh. Its structure (SMILES) is N[C@]1([NH3+])CO[C@@H]2CC(=O)N21. The net charge is +1.

---

5.
C3H3Br3S | the ωB97M-V functional and the def2-TZVPD basis

Last column: Mulliken charge in e.
Atoms and positions in Å:
1 H -2.148 -0.101 -1.194  0.3745
2 Br -1.882 -0.891 1.170  -0.0565
3 Br -2.927 1.885 -0.120  -0.0398
4 H 1.522 -0.163 -1.053  0.3029
5 C -1.853 0.329 -0.265  -0.4284
6 S 0.177 2.828 0.125  -0.1929
7 Br 2.985 0.887 0.618  -0.1403
8 C 1.177 0.258 -0.047  -0.3690
9 H 1.021 -0.622 0.630  0.3196
10 C 0.241 1.290 -0.105  0.2299

The highest occupied orbital energy is -0.3161 Eh. The net charge is 0.

---

6.
C40H72BIN11O | the ωB97M-V functional and the def2-TZVPD basis

Last column: Mulliken charge in e.
Atoms and positions in Å:
1 C -1.380 -1.209 1.859  -0.4093
2 H 5.937 5.888 2.045  0.3485
3 H -4.973 5.401 -2.735  0.0684
4 H 7.603 -2.601 2.887  0.3671
5 H 0.247 -1.055 -2.795  -0.0967
6 H 10.060 -2.051 6.389  0.3431
7 H 2.791 -2.689 -3.691  0.2562
8 H 3.525 -6.793 4.856  0.3004
9 C 1.978 -8.293 4.723  -0.4209
10 H -3.171 0.422 3.535  0.4489
11 N 2.262 0.221 -2.767  -0.4883
12 C 3.102 0.368 2.576  -1.0680
13 H 3.729 -2.681 2.256  0.3536
14 C -4.604 6.263 -2.176  -0.1619
15 H -1.985 0.550 -4.129  0.1685
16 C 2.548 -9.178 5.739  0.0922
17 H -0.950 -0.306 2.282  0.3291
18 C 4.555 -0.945 -2.317  -0.1087
19 N 0.685 -3.603 3.506  0.5377
20 C -4.217 3.346 -6.234  -0.4096
21 H 4.452 4.939 1.978  0.2944
22 C 3.773 -3.094 -3.440  -1.0614
23 I -2.569 -1.598 5.182  0.0236
24 C -5.683 2.930 -6.069  -0.2240
25 H 4.524 -1.406 -1.329  0.1621
26 H 4.025 0.489 3.128  0.4155
27 H -3.345 -2.167 1.925  0.3267
28 H -5.368 8.187 -1.521  0.3400
29 C 5.955 4.352 0.526  -0.5667
30 C 9.063 -1.899 5.978  -1.1510
31 H -2.568 6.009 -2.874  0.2874
32 C 6.555 -2.890 4.664  0.3657
33 H -4.145 4.411 -6.460  0.3159
34 C 5.539 4.887 1.891  -1.1841
35 H 4.023 -3.836 -4.197  0.3512
36 C -9.510 4.548 -5.036  0.2548
37 H -6.580 6.905 -1.578  0.3450
38 C 0.415 -2.349 3.120  -0.2706
39 C 2.439 -6.847 4.942  -0.1459
40 H -3.750 2.795 -7.053  0.3388
41 C -10.313 3.325 -5.012  -0.3560
42 H 9.212 -3.507 4.561  0.3086
43 C 7.612 -2.214 3.907  -0.2521
44 H -0.946 -0.085 -1.956  0.1734
45 C -3.359 -0.639 3.431  -1.1269
46 C 4.832 -1.999 -3.397  -0.6054
47 N -0.721 -2.385 2.424  0.6324
48 H -2.925 7.637 -2.283  0.3421
49 H -5.374 1.165 -4.828  0.3286
50 H -10.891 3.480 -2.939  0.3015
51 C -3.120 -1.505 -2.786  0.2317
52 H -6.139 3.512 -5.266  0.1506
53 H -8.532 1.653 -3.641  0.2022
54 H 3.248 -2.628 3.921  0.2578
55 H 5.342 -0.191 -2.312  0.2068
56 C -3.328 6.792 -2.843  -0.4165
57 H -9.152 1.958 -2.018  0.3387
58 H 5.612 5.035 -0.252  0.3530
59 H 3.697 -3.607 -2.479  0.2768
60 H 7.380 -1.148 3.863  0.2109
61 O 0.946 -0.162 4.380  -0.5878
62 H -1.548 -2.578 -3.647  0.3922
63 N -8.868 5.497 -5.043  -0.4553
64 C 3.568 -1.999 3.092  -1.0915
65 H 4.891 -1.513 -4.372  0.3256
66 N -4.213 -1.161 -2.783  -0.4741
67 H 0.890 -8.362 4.775  0.2710
68 H 7.044 4.319 0.466  0.3174
69 H -4.430 -0.781 3.494  0.5161
70 C -3.609 7.227 -4.213  0.2250
71 C -5.705 7.313 -2.083  -1.2580
72 H 8.357 -2.405 6.638  0.3608
73 H 1.466 -3.909 4.063  0.1236
74 H 8.848 -0.829 6.004  0.2952
75 C 5.386 2.957 0.234  -0.2747
76 N 5.737 -3.422 5.268  -0.5175
77 H -11.307 3.559 -5.394  0.2992
78 C -0.292 -4.464 3.045  -0.6417
79 H 3.363 0.539 1.532  0.2465
80 H -11.040 1.867 -3.613  0.3153
81 H 0.927 -6.315 6.412  0.3041
82 C -9.042 2.387 -3.014  -0.9167
83 H -1.205 -1.159 0.789  0.2308
84 C -0.980 0.135 -4.087  -1.1369
85 H -5.412 0.831 -6.564  0.3659
86 H -2.075 -3.934 1.839  0.5113
87 H 5.693 2.617 -0.756  0.2305
88 H -4.352 5.911 -1.174  0.3415
89 N -3.841 7.545 -5.289  -0.4776
90 C -1.170 -3.696 2.358  -0.6532
91 H 2.382 1.134 2.838  0.3691
92 H -9.857 2.598 -5.686  0.2540
93 H -6.220 3.177 -6.986  0.3462
94 C 3.273 -0.279 -2.563  0.3395
95 C 2.013 -6.285 6.295  -1.1904
96 C -10.404 2.754 -3.592  -0.4624
97 C -2.890 -1.200 2.103  -0.7086
98 H -6.024 7.645 -3.071  0.3575
99 H 5.916 4.258 2.699  0.3479
100 B 1.359 -1.076 3.451  0.4535
101 H 2.459 -6.846 7.116  0.4617
102 H -8.399 3.264 -2.923  0.2453
103 N 2.555 -0.998 2.679  0.0989
104 C 8.983 -2.440 4.556  -0.5709
105 H 2.290 -8.649 3.741  0.3725
106 H 9.741 -1.954 3.940  0.3272
107 C 5.853 1.984 1.221  0.4118
108 H -0.282 0.970 -4.094  0.3834
109 H -3.307 -0.549 1.336  0.4174
110 C -1.717 -1.925 -2.789  -0.4862
111 H -6.905 1.184 -5.692  0.2728
112 C -0.781 -0.709 -2.838  0.2125
113 H 4.295 2.976 0.259  0.3234
114 H 2.025 -6.221 4.144  0.0286
115 H 2.337 -5.247 6.400  0.3082
116 N -2.892 2.887 -4.034  -0.5424
117 H -0.371 -5.521 3.197  0.5041
118 H -1.529 -2.507 -1.884  0.2632
119 H 4.525 -1.561 3.336  0.2457
120 H 5.808 -2.446 -3.203  0.3525
121 H -0.811 -0.457 -4.991  0.3599
122 C -5.848 1.442 -5.771  -1.2131
123 N 6.219 1.218 1.991  -0.5306
124 N 2.993 -9.857 6.546  -0.3833
125 C -3.469 3.086 -5.006  0.2714
126 H 1.274 -0.337 5.269  0.3472

The highest occupied orbital energy is -0.4449 Eh. The net charge is +1.

---

7.
C28H43N6O3SeSiTi | the ωB97M-V functional and the def2-TZVPD basis

Last column: Mulliken charge in e.
Atoms and positions in Å:
1 C -2.376 2.840 -2.213  -0.5374
2 H 1.050 1.641 0.948  -0.4052
3 H -1.712 0.949 1.373  -0.8234
4 H 4.588 -0.933 2.633  0.2929
5 C 1.218 2.433 0.210  -0.4476
6 H 2.500 0.222 3.532  0.0485
7 N -0.371 -1.950 -3.102  -0.4127
8 H -4.537 0.261 -2.595  0.3947
9 H -1.121 2.583 3.087  0.5068
10 C 1.296 -2.037 3.451  0.3674
11 H 3.249 -2.680 4.074  0.3746
12 C -2.058 0.754 2.396  0.7470
13 C 0.660 -2.910 -2.656  -0.7450
14 C 3.004 -0.122 -3.326  -0.8372
15 H -2.596 -1.016 3.576  0.5226
16 C 3.299 0.764 3.013  -0.6417
17 H 3.190 -2.806 1.732  0.4971
18 H 2.050 2.152 -0.440  0.2869
19 C 4.103 -0.154 2.048  -0.8943
20 H -1.353 2.245 5.527  0.4019
21 C -2.720 -1.305 -5.023  -1.1580
22 C -1.557 1.663 -2.211  0.6810
23 H -1.279 -2.182 -2.707  0.2956
24 N -1.649 0.571 -2.988  0.9086
25 N 2.149 -0.978 -2.396  0.1216
26 H -2.591 4.747 -1.298  0.4496
27 N -0.486 1.602 -1.362  0.9247
28 H 1.461 3.355 0.731  0.5619
29 O 1.474 1.721 -3.182  -0.4916
30 C 2.556 -2.082 1.223  -1.2483
31 H 3.608 -0.774 -3.972  0.4289
32 O 0.971 0.135 -4.802  -0.4332
33 H -3.506 -1.402 -5.772  0.4432
34 N -0.694 -1.318 2.697  0.3434
35 C 2.236 -2.491 4.387  -0.5448
36 H 4.894 0.445 1.611  0.4500
37 H -1.324 1.416 -5.966  0.2929
38 H 3.975 1.187 3.764  0.4286
39 C -2.076 -0.762 2.644  -1.4129
40 C 3.336 -0.809 0.862  0.8806
41 H -0.238 1.129 3.548  -0.1884
42 N 1.368 -1.815 2.066  0.4994
43 C -0.048 2.625 -0.580  -0.1210
44 C -4.500 0.632 -3.612  -1.1974
45 H -1.456 -1.590 5.443  0.4215
46 H -2.892 -2.089 -4.287  0.3584
47 H -2.001 0.640 5.307  0.2020
48 C 0.170 -1.357 1.627  -0.1387
49 H -2.909 2.050 4.768  0.3729
50 H -1.783 -1.490 -5.527  0.3184
51 C 2.065 -2.284 -2.816  0.5514
52 C -0.838 3.761 -0.533  -0.8128
53 H -0.461 -1.932 -4.122  0.1909
54 C -2.335 1.639 -5.623  -0.9528
55 H -0.585 4.579 0.122  0.5510
56 H -2.348 2.646 -5.225  0.3607
57 C -1.235 1.557 3.454  0.0775
58 H -4.808 1.679 -3.578  0.3794
59 C -0.439 -1.834 5.187  -0.8292
60 H 3.674 0.510 -2.740  0.2469
61 H -3.018 1.615 -6.480  0.4317
62 Se -0.419 -1.086 -0.083  -0.1969
63 H 2.878 1.612 2.474  0.0572
64 H -5.230 0.113 -4.233  0.4161
65 H -3.252 2.879 -2.834  0.3773
66 H 0.649 -3.832 -3.238  0.4934
67 Si -2.834 0.407 -4.337  -0.2931
68 Ti 0.296 0.115 -2.526  -0.7448
69 H 4.073 -1.114 0.111  0.5979
70 H 0.225 -2.401 7.146  0.4224
71 H -2.577 -1.251 1.797  0.3116
72 C -1.912 1.617 4.842  -1.3712
73 C 1.819 -2.619 5.711  -0.7982
74 C -2.002 3.843 -1.355  -0.9142
75 H 2.508 -2.972 6.460  0.4331
76 C 0.503 -2.298 6.106  -0.7791
77 H 2.198 -2.530 0.290  0.1376
78 C 1.782 0.649 -3.981  1.0832
79 C -0.017 -1.712 3.850  0.9935
80 O 3.006 -2.888 -3.318  -0.6763
81 H 0.491 -3.179 -1.613  0.2634
82 H -3.098 1.085 2.437  0.6570
83 H 2.673 -0.084 0.392  -0.8094

The highest occupied orbital energy is -0.3945 Eh. The net charge is +1.

---

8.
C3H4ClNO | the ωB97M-V functional and the def2-TZVPD basis

Last column: Mulliken charge in e.
Atoms and positions in Å:
1 C -1.092 -1.790 -0.209  0.3983
2 H -1.466 0.281 -0.708  0.2720
3 H -0.949 -0.200 1.043  0.3060
4 H 0.949 0.483 -0.965  0.3308
5 C 0.726 -0.390 -0.414  -0.5642
6 O -1.706 -2.658 0.233  -0.3116
7 C -0.768 -0.374 -0.056  -0.1908
8 H 1.437 -0.598 0.327  0.3156
9 N 0.794 -1.701 -1.211  -0.4079
10 Cl 0.539 -1.367 -2.887  -0.1481

The highest occupied orbital energy (alpha / beta) is -0.2995 / -0.2995 Eh. The net charge is 0.

---

no.,M (Da)
1,814.8
2,238.1
3,128.9
4,144.2
5,310.8
6,860.8
7,666.6
8,105.5